ORCA calculation (wB97M-V/def2-TZVPD) on one molecule with the formula CH2O2S3 in a non-equilibrium geometry.

Calculated values
SMILES string   OSC(=S)SO
Max |F|   3.2 eV/A
Energy above the lowest of the compared OMol25 structures with the same formula, charge and spin   28.14 kcal per mole
HOMO level   -8.8139 eV
Spin multiplicity   1
Lowest unoccupied orbital energy   -0.36 eV

```
8
CH2O2S3 wB97M-V/def2-TZVPD
O 2.713 -0.283 -0.241
S 1.393 -1.208 0.071
C -0.017 0.078 0.072
S 0.082 1.624 -0.339
S -1.513 -0.751 0.166
O -2.706 0.177 -0.436
H 3.250 -0.295 0.536
H -3.202 0.658 0.171
```

***

ORCA calculation (wB97M-V/def2-TZVPD) on one molecule with the formula C23H26Cl2N2O3.

Calculated values
SMILES string   COc1ccc([C@H](C(=O)NC2CCCCC2)N(C(=O)CCl)c2ccccc2Cl)cc1
Max |F|   0.6 eV/A
Energy above the lowest of the compared OMol25 structures with the same formula, charge and spin   0.00 kcal per mole
HOMO level   -8.6876 eV
Spin multiplicity   1
Lowest unoccupied orbital energy   0.57 eV

```
56
C23H26Cl2N2O3 wB97M-V/def2-TZVPD
C -1.222 3.349 -3.757
O -0.198 3.582 -2.820
C -0.046 2.709 -1.790
C 0.976 3.007 -0.885
C 1.214 2.187 0.196
C 0.444 1.046 0.404
C 0.684 0.167 1.605
C 0.688 -1.321 1.209
O 0.041 -2.178 1.768
N 1.523 -1.556 0.181
C 1.636 -2.846 -0.469
C 0.649 -2.955 -1.639
C 1.025 -2.007 -2.775
C 2.444 -2.295 -3.255
C 3.439 -2.151 -2.107
C 3.069 -3.076 -0.948
N -0.272 0.454 2.670
C 0.214 0.738 3.900
O 1.402 0.755 4.151
C -0.816 1.056 4.973
Cl -1.844 -0.357 5.313
C -1.645 0.555 2.328
C -2.435 -0.583 2.218
C -3.766 -0.476 1.856
C -4.321 0.767 1.601
C -3.547 1.909 1.705
C -2.214 1.801 2.066
Cl -1.246 3.234 2.197
C -0.566 0.749 -0.501
C -0.815 1.568 -1.589
H -1.161 4.171 -4.469
H -1.075 2.402 -4.286
H -2.209 3.354 -3.284
H 1.565 3.895 -1.052
H 1.998 2.436 0.895
H 1.667 0.387 2.046
H 1.977 -0.775 -0.265
H 1.369 -3.589 0.291
H -0.356 -2.734 -1.277
H 0.656 -3.983 -2.006
H 0.951 -0.971 -2.434
H 0.322 -2.132 -3.601
H 2.711 -1.612 -4.064
H 2.491 -3.313 -3.647
H 3.456 -1.111 -1.771
H 4.444 -2.395 -2.455
H 3.159 -4.113 -1.276
H 3.758 -2.926 -0.115
H -1.471 1.874 4.674
H -0.287 1.306 5.892
H -1.982 -1.542 2.412
H -4.370 -1.367 1.777
H -5.360 0.852 1.321
H -3.967 2.883 1.509
H -1.172 -0.133 -0.356
H -1.612 1.305 -2.266
```

***

ORCA calculation (wB97M-V/def2-TZVPD) on C24H34NORhSi as an isolated structure in a non-equilibrium geometry.

Calculated values
Max |F|   4.0 eV/A
Total charge   -2
HOMO level (alpha / beta)   2.6939 / -2.6179 eV
Spin multiplicity   5
Lowest unoccupied orbital energy (alpha / beta)   4.69 / 3.32 eV

```
62
C24H34NORhSi wB97M-V/def2-TZVPD
Rh 0.218 0.244 0.387
C -1.943 1.158 0.784
C -2.300 0.319 -0.316
C -2.026 -1.027 0.049
H -2.703 0.650 -1.269
C -1.347 -1.021 1.312
C -1.349 0.344 1.800
H -1.135 0.660 2.816
H -2.141 2.219 0.873
H -2.380 -1.911 -0.475
H -1.020 -1.889 1.879
C 2.111 1.229 0.384
C 1.416 1.261 1.631
C 1.250 -0.098 2.062
H 1.115 2.154 2.172
C 1.745 -0.951 1.027
C 2.307 -0.126 0.003
H 2.774 -0.467 -0.919
H 2.426 2.101 -0.181
H 0.904 -0.425 3.037
H 1.756 -2.036 1.072
O 0.272 -1.716 -1.464
C 0.512 -3.154 -1.435
C -0.262 -3.361 -2.753
C -0.103 -3.804 -0.218
C 1.998 -3.430 -1.569
C -0.415 -1.853 -2.747
H -1.197 -3.903 -2.629
H 0.342 -3.752 -3.569
H 0.142 -1.328 -3.534
H -1.444 -1.486 -2.655
H 0.066 -4.887 -0.262
H -1.179 -3.610 -0.188
H 0.364 -3.420 0.697
H 2.151 -4.440 -1.973
H 2.481 -3.376 -0.588
H 2.465 -2.699 -2.241
C 2.128 1.204 -3.444
Si 1.048 2.657 -2.994
C 2.139 4.092 -2.448
C -0.110 3.130 -4.390
N 0.025 2.253 -1.599
C -0.689 3.245 -1.027
C -0.152 4.016 0.061
C -0.773 5.178 0.480
C -1.989 5.574 -0.088
C -2.607 4.778 -1.062
C -2.004 3.607 -1.493
H 2.762 1.465 -4.305
H 1.542 0.322 -3.727
H 2.796 0.914 -2.625
H 2.795 4.450 -3.251
H 1.554 4.955 -2.105
H 2.791 3.808 -1.612
H -0.726 2.269 -4.683
H -0.802 3.930 -4.095
H 0.423 3.472 -5.287
H 0.815 3.710 0.468
H -0.293 5.778 1.255
H -2.460 6.501 0.232
H -3.570 5.070 -1.485
H -2.467 2.963 -2.247
```

***

ORCA calculation (wB97M-V/def2-TZVPD) on a 2-piece molecular cluster, Br2IOP overall in a non-equilibrium geometry.

Calculated values
SMILES string   O=PBr.BrI
Max |F|   1.9 eV/A
Energy above the lowest of the compared OMol25 structures with the same formula, charge and spin   30.53 kcal per mole
HOMO level   -9.9686 eV
Spin multiplicity   1
Lowest unoccupied orbital energy   -2.31 eV

```
5
Br2IOP wB97M-V/def2-TZVPD
O -0.659 -1.131 1.608
P -0.883 -1.728 0.318
Br 1.293 -1.935 -0.527
Br -0.148 1.338 -1.376
I 0.396 3.456 -0.023
```

***

ORCA calculation (wB97M-V/def2-TZVPD) on one molecule with the formula C2H6N4S in a non-equilibrium geometry.

Calculated values
SMILES string   NN/C=N\C=N\S
Max |F|   3.7 eV/A
Energy above the lowest of the compared OMol25 structures with the same formula, charge and spin   79.74 kcal per mole
HOMO level   -8.4640 eV
Spin multiplicity   1
Lowest unoccupied orbital energy   0.21 eV

```
13
C2H6N4S wB97M-V/def2-TZVPD
N 1.996 -1.420 -0.047
N 0.918 -0.412 -0.272
C 1.075 0.893 -0.123
N 0.057 1.760 -0.010
C -1.249 1.213 -0.013
N -1.551 -0.094 0.131
S -3.297 -0.463 -0.145
H 2.906 -0.983 -0.472
H 2.415 -1.517 0.972
H -0.151 -0.572 -0.042
H 2.012 1.372 -0.278
H -2.011 2.056 0.097
H -3.120 -1.834 0.202
```

***

What is the spin multiplicity in the fifth record?
1

***

What is the spin multiplicity in the second record?
1

***

Which of these has the highest max |F|?
C24H34NORhSi